A single C4H5NS2 molecule, computed with ωB97M-V with the def2-TZVPD basis set.

Geometry as XYZ:
```
12
Properties=species:S:1:pos:R:3
N -0.68 2.26 -0.89
C -1.08 1.29 -0.37
C -1.48 -0.01 0.17
C -0.25 -0.81 0.72
S 0.73 -1.29 -0.67
C 2.05 -0.13 -0.75
S 2.36 1.06 0.33
H -2.17 0.24 1.08
H -1.97 -0.65 -0.58
H 0.34 -0.21 1.45
H -0.49 -1.69 1.23
H 2.62 -0.06 -1.72
```

Output
- Kohn-Sham gap (eV) = 8.570
- energy relative to the best compared isomer or geometry (same formula, charge and spin) (kJ/mol) = 133.9
- HOMO energy (Eh) = -0.3259
- max |F| (eV Å⁻¹) = 3.04

=====

An isolated ion of composition C3H9N2O2 and charge +1, computed with ωB97M-V with the def2-TZVPD basis set.

Geometry as XYZ:
```
16
Properties=species:S:1:pos:R:3
N 0.18 1.48 -1.47
O 0.71 0.18 -1.89
C 0.95 -0.70 -0.87
C -0.25 -0.88 0.07
N 0.09 -0.86 1.55
C -0.70 0.24 0.92
O -1.95 0.26 1.30
H -0.06 2.03 -2.26
H 0.97 2.06 -1.02
H 1.87 -0.57 -0.41
H 1.00 -1.61 -1.43
H -0.89 -1.65 -0.10
H -0.40 -1.55 2.10
H 0.97 -0.55 1.98
H -0.06 1.07 0.71
H -2.45 1.05 0.83
```

Output
- Kohn-Sham gap (eV) = 10.382
- energy relative to the best compared isomer or geometry (same formula, charge and spin) (kJ/mol) = 518.8
- HOMO energy (Eh) = -0.5023
- max |F| (eV Å⁻¹) = 4.64
- total charge = +1

=====

A 2-piece molecular cluster, C5H12O overall, computed with ωB97M-V with the def2-TZVPD basis set.

Geometry as XYZ:
```
18
Properties=species:S:1:pos:R:3
C -2.42 1.32 -0.76
C -3.34 0.35 -0.63
O -4.15 0.13 -1.77
H -1.91 1.72 0.09
H -2.19 1.77 -1.68
H -3.62 -0.14 0.31
H -3.88 0.78 -2.43
C 2.11 0.26 0.56
C 3.45 -0.61 0.52
C 3.64 -1.40 1.96
H 2.24 0.84 1.47
H 1.92 0.81 -0.43
H 1.34 -0.39 0.78
H 3.26 -1.29 -0.40
H 4.40 0.02 0.11
H 4.43 -2.07 1.59
H 2.67 -1.95 2.08
H 3.91 -0.68 2.78
```

Output
- Kohn-Sham gap (eV) = 10.142
- energy relative to the best compared isomer or geometry (same formula, charge and spin) (kJ/mol) = 249.7
- HOMO energy (Eh) = -0.3360
- max |F| (eV Å⁻¹) = 3.64

=====

A 2-piece molecular cluster, C4H7Cl2OP overall, computed with ωB97M-V with the def2-TZVPD basis set.

Geometry as XYZ:
```
15
Properties=species:S:1:pos:R:3
C -0.91 -0.53 0.89
C -0.33 0.59 0.60
C -0.84 -1.82 0.15
C -0.11 1.97 0.98
O 0.47 -0.33 -2.90
P 1.11 -0.07 -1.62
Cl 2.18 1.67 -1.76
Cl 2.59 -1.44 -1.31
H -1.54 -0.56 1.79
H -1.84 -2.21 -0.04
H -0.33 -1.66 -0.79
H -0.29 -2.56 0.73
H -0.42 2.10 2.02
H -0.69 2.64 0.35
H 0.94 2.22 0.90
```

Output
- Kohn-Sham gap (spin up / spin down) (eV) = 7.844 / 7.845
- energy relative to the best compared isomer or geometry (same formula, charge and spin) (kJ/mol) = 175.4
- HOMO energy (spin up / spin down) (Eh) = -0.3340 / -0.3340
- max |F| (eV Å⁻¹) = 2.68

=====

> Number 4 is which compound?

C4H7Cl2OP

=====

> max |F| of number 4 (C4H7Cl2OP)?

2.68 eV Å⁻¹

=====

> Which of these has the highest energy relative to the best compared isomer or geometry (same formula, charge and spin)?

C3H9N2O2

=====

> Which of these has the lowest max |F|?

C4H7Cl2OP